Entry from the Open Molecules 2025 dataset: 6 unconnected molecules or ions with the total composition C41H92F6N5P at a distorted geometry (ωB97M-V/def2-TZVPD).

Results
charge = +4
energy = -2830.5910 a.u.
HOMO = -15.88 eV
2S+1 = 1

Atoms and positions in Å:
P  0.1429  -1.6707  -0.0158
F  1.5968  -1.5752  0.7392
F  -0.2793  -3.1532  0.5318
F  -1.2116  -1.6551  -1.0241
F  1.0839  -2.3936  -1.2384
F  -0.6772  -0.9809  1.2370
F  0.4949  -0.1128  -0.4610
N  -2.5990  6.7969  0.4327
N  9.5417  2.6222  -3.2636
N  2.6388  -0.4703  7.8830
N  -2.1962  -2.0590  -8.3954
N  -7.4120  -5.2517  3.6946
C  -0.7824  -1.5369  -8.7228
C  1.6072  1.4589  6.5962
C  9.9713  1.2495  -2.7612
C  -4.5053  4.9539  0.2357
C  -2.9057  -0.8140  -7.7847
C  -3.6027  7.9269  0.8741
C  -3.0907  5.3569  0.6963
C  -1.2286  7.0032  1.0760
C  -4.8982  3.4746  0.6564
C  -0.7755  6.4902  -1.3306
C  0.2603  1.1532  7.2406
C  3.4768  0.3166  8.9240
C  -6.7019  -6.6407  1.7184
C  -8.8286  -6.7789  7.0190
C  9.7670  4.4072  -5.0956
C  -2.1232  -3.1251  -7.3123
C  1.2129  -0.8266  8.5207
C  -8.1417  -4.7732  2.4368
C  -2.8876  -3.9863  -11.7694
C  0.3122  0.3627  8.5707
C  -8.4104  -5.6444  4.7792
C  9.7158  3.6343  -2.0543
C  -2.2086  6.9322  -1.0847
C  -2.9661  -2.6235  -9.5679
C  7.5894  1.5742  -2.2529
C  -0.5595  -0.2810  -7.8206
C  -7.7724  -6.1946  6.0846
C  3.2003  -1.9358  7.5694
C  10.2608  3.0206  -4.5892
C  -2.2469  -3.7309  -10.3855
C  4.4955  -1.8625  6.7508
C  -6.4455  -4.1444  4.2902
C  -1.8320  0.1259  -7.1532
C  -6.5292  -6.4593  3.2559
C  -7.2430  -5.2610  1.2799
C  7.9980  2.4028  -3.4728
C  -0.2465  6.3379  0.1041
C  8.7650  0.5771  -2.1288
C  10.2702  4.6648  -6.5244
C  2.6452  0.2743  6.5134
C  5.1814  -3.2308  6.6613
H  10.6954  4.0972  -2.1733
H  0.6971  1.0196  9.3507
H  -0.8446  -1.2714  -9.7781
H  0.6513  6.9519  0.1750
H  -5.8813  -4.6797  5.0539
H  -3.0322  5.1969  1.7729
H  -0.2962  2.0703  7.4335
H  -0.9796  8.0623  1.1427
H  -2.0260  1.1881  -7.3018
H  -4.5935  7.5724  0.5901
H  -0.0120  -2.3074  -8.6901
H  2.3306  -0.4713  5.7831
H  10.0395  5.1459  -4.3419
H  2.0468  2.3682  7.0062
H  -1.2140  -3.4326  -10.5649
H  1.2779  -1.2746  9.5122
H  5.0761  -0.9778  7.0120
H  4.4828  0.5014  8.5473
H  10.3669  0.6227  -3.5604
H  7.8939  1.7946  -4.3713
H  4.1517  -1.6365  5.7414
H  -7.7799  -5.3786  0.3387
H  -1.0833  6.5132  2.0387
H  -3.7049  -1.0661  -7.0876
H  -6.6848  -7.3719  3.8312
H  -5.8296  -6.9826  1.1614
H  -0.6106  5.5548  -1.8653
H  -3.4240  -0.2797  -8.5810
H  5.8163  -3.4581  7.5177
H  8.4697  -0.3344  -2.6487
H  1.4515  1.7663  5.5621
H  0.8205  -1.5035  7.7619
H  -3.3693  8.8909  0.4221
H  10.3157  5.7082  -6.8364
H  11.3221  3.0794  -4.3478
H  10.1852  2.2491  -5.3555
H  0.0998  -0.6600  -7.0397
H  -4.7037  5.0758  -0.8292
H  -8.4940  -6.9361  8.0444
H  -3.7044  8.0053  1.9565
H  -8.9055  -6.5298  4.3804
H  -2.2377  -4.6935  -9.8741
H  -2.3527  4.7434  0.1797
H  -5.9673  -3.7253  3.4048
H  -3.1926  -1.7345  -10.1564
H  3.6790  0.5941  6.3822
H  -8.1903  -3.6869  2.5111
H  -3.1893  -3.0425  -12.2236
H  11.2599  4.2382  -6.6876
H  4.4338  -4.0131  6.5300
H  8.6807  4.4612  -5.1681
H  -0.2495  7.2791  -1.8683
H  -2.9281  6.3811  -1.6903
H  -3.9035  -2.9889  -9.1487
H  -3.1195  -3.5263  -7.1266
H  -0.2650  0.6241  -8.3519
H  9.1671  0.4919  -1.1193
H  -5.8812  3.0871  0.3886
H  2.3773  -2.3883  7.0161
H  -9.1184  -4.8174  4.8335
H  -0.2587  0.5720  6.4784
H  -6.9714  -6.8983  5.8581
H  7.2943  2.1939  -1.4062
H  -7.0035  -3.3934  4.8494
H  -1.8033  -0.0945  -6.0861
H  -1.4587  -3.8505  -7.7818
H  -9.2980  -7.7205  6.7339
H  8.9000  4.3519  -1.9658
H  -0.6412  0.0938  9.0256
H  3.4742  -0.2124  9.8770
H  2.9284  1.2584  8.9435
H  -4.3720  2.7391  0.0479
H  -9.7594  -6.2118  7.0213
H  3.3093  -2.3453  8.5737
H  7.3431  3.2604  -3.6271
H  0.1199  5.3239  0.2640
H  -2.3031  8.0051  -1.2517
H  -5.4651  -6.2271  3.3003
H  -6.3261  -4.6858  1.1518
H  9.6730  4.0849  -7.2281
H  -7.4975  -7.3841  1.6692
H  -4.6902  3.2841  1.7093
H  -9.1468  -5.1942  2.4117
H  -1.7033  -2.5571  -6.4822
H  -5.2704  5.6172  0.6390
H  9.7861  2.9982  -1.1720
H  -7.2469  -5.3764  6.5770
H  6.6653  1.0946  -2.5755
H  -2.2478  -4.3965  -12.5506
H  5.9724  -3.2827  5.9131
H  10.8157  1.4519  -2.1022
H  -3.7600  -4.6094  -11.5723

Atomic forces in eV per Å
P 0.981 0.358 -1.300
F -1.028 -0.780 1.220
F 0.596 1.168 -0.201
F 1.543 0.038 1.205
F -1.859 0.992 0.609
F 0.251 -0.863 -0.475
F -0.560 -0.730 -1.019
N 0.073 0.779 -0.099
N -1.654 0.557 -0.420
N 0.512 -1.861 0.657
N -0.278 0.417 1.402
N 1.070 -0.093 1.020
C -1.119 1.072 -0.904
C 1.243 0.133 -0.439
C 0.746 0.358 -1.143
C -1.270 -0.422 0.047
C -0.247 0.881 -0.551
C -0.230 -1.690 -0.280
C -0.322 0.098 -0.126
C 0.548 -1.403 -0.604
C 1.008 0.150 -0.763
C -0.041 0.025 0.989
C -0.290 -0.967 0.173
C -1.214 -0.366 -1.464
C -2.293 -0.023 1.392
C -1.009 -0.375 -0.012
C -0.047 -0.615 -0.060
C 0.615 1.130 -1.136
C 0.412 0.778 -1.973
C 1.356 0.046 -0.166
C -0.559 0.763 0.491
C 0.781 1.378 0.326
C 0.619 -1.577 -0.342
C 0.672 -1.264 -1.105
C -1.202 0.393 -0.048
C 0.143 0.061 -0.430
C -0.203 0.084 -1.096
C 0.824 -1.196 -0.096
C -0.076 1.177 -0.110
C 0.439 2.132 0.775
C -0.436 1.320 0.873
C 0.435 0.364 -0.419
C -1.025 -0.378 -0.782
C -1.564 -1.326 -0.551
C -1.585 -1.582 0.314
C 1.265 0.327 -1.365
C 0.292 -0.961 0.178
C 0.590 -0.447 0.334
C 1.634 0.998 -0.376
C 0.030 1.125 0.966
C 0.604 -0.582 -0.014
C -2.115 0.563 2.236
C 1.000 0.363 0.701
H -0.202 0.196 -0.101
H 0.207 0.357 0.044
H -0.003 0.228 -0.012
H 0.255 -0.175 0.114
H 0.637 0.214 -0.651
H 0.186 0.042 -0.024
H 0.055 0.007 -0.296
H -0.532 -0.012 -0.006
H -0.404 -0.267 0.024
H 0.147 0.302 -0.518
H -0.314 -0.074 0.550
H 0.099 0.196 -0.071
H 0.307 0.237 -0.300
H 0.325 -0.216 0.484
H 0.138 0.038 0.223
H 0.720 -0.224 -0.306
H 0.520 -0.488 0.431
H -0.117 -0.237 0.045
H -0.041 0.463 -0.379
H 0.296 -0.076 -0.047
H 0.144 0.011 -0.205
H 0.047 0.447 0.058
H -0.803 0.292 0.190
H 0.282 -0.631 0.000
H -0.445 0.391 0.037
H -0.013 0.130 0.366
H -0.551 0.117 -0.111
H 0.231 -0.231 -0.358
H -0.594 -0.034 0.633
H 0.470 -0.133 0.486
H -0.220 -0.150 -0.135
H -0.081 -0.351 0.394
H 0.234 -0.337 -0.015
H -0.238 -0.096 0.217
H 0.023 0.068 0.148
H -0.598 -0.255 0.357
H 0.660 0.864 -0.227
H 0.598 -0.171 -0.245
H 0.147 0.309 -0.142
H 0.792 -0.136 0.044
H -0.456 0.238 -0.373
H 0.095 0.181 0.338
H 0.048 -0.132 0.241
H 0.554 -0.068 0.551
H 0.018 -0.259 -0.432
H -0.307 0.028 -0.271
H -0.213 -0.071 -0.090
H -0.375 0.107 0.152
H 0.324 0.244 0.252
H 0.229 -0.051 -0.141
H -0.132 -0.303 0.291
H -0.063 -0.093 0.014
H -0.211 0.241 0.232
H -0.044 0.028 -0.058
H 0.197 0.120 0.103
H 1.031 -0.697 -0.216
H -1.132 -1.044 0.303
H -0.592 1.168 0.368
H 0.313 -0.284 0.118
H 0.110 -0.074 0.519
H -0.527 -0.103 0.186
H -0.245 -0.255 -0.154
H 0.559 -0.100 0.182
H -0.405 0.012 -0.448
H 0.053 0.303 0.035
H -0.026 -0.325 0.831
H 0.805 -0.482 -0.526
H 0.149 -0.169 -0.373
H -0.271 -0.236 -0.650
H -0.029 0.110 -0.163
H 0.349 0.066 0.596
H 0.972 0.154 0.219
H 0.300 0.851 0.338
H 0.085 -0.415 -0.201
H 0.815 0.518 0.158
H -0.658 -0.045 0.583
H -0.107 -0.166 -0.284
H -0.123 0.535 1.000
H -0.418 0.728 -0.153
H -0.339 0.271 -0.019
H 0.023 -0.154 -0.775
H -0.100 0.004 -0.067
H 0.170 -0.119 0.064
H 0.081 -0.858 0.377
H 0.156 0.069 0.524
H -0.310 0.243 -0.008
H -0.169 0.095 0.341
H 0.015 -0.351 0.319
H 0.218 -0.518 0.611
H -0.602 0.175 -0.678
H -0.168 -0.267 0.147
H -0.064 0.009 -0.641

Results of the Löwdin charge analysis, in e, for atoms 1 through 8: 0.30 -0.21 -0.18 -0.23 -0.24 -0.21 -0.23 -0.21